Below is a gas-phase ion, C6H12N3 (charge +1) at a distorted geometry, with properties calculated with ωB97M-V with the def2-TZVPD basis set.

Results
ΔE to the lowest compared entry with this formula, charge and spin ... 422.9 kJ/mol
Kohn-Sham gap ... 8.693 eV
SMILES ... CN[C@H](N)/C=C\C=C=[NH2+]
Max |F| ... 0.09675 hartree/bohr

Geometry as ORCA input:
```
! RIJCOSX wB97M-V def2-TZVPD def2/J DEFGRID3
* xyz 1 1
C -0.88777 1.11278 -1.55190
N -0.77785 0.68357 -0.13788
C -1.08734 -0.67428 0.24040
N -1.18609 -0.82419 1.66555
C -0.16007 -1.58377 -0.40388
C 1.13769 -1.49234 -0.78538
C 2.02891 -0.46536 -0.12853
C 1.60569 0.58597 0.53238
N 1.63767 1.70842 1.15824
H 0.00383 1.75154 -1.67328
H -0.80863 0.22952 -2.15620
H -1.86368 1.66113 -1.66006
H -1.09848 1.47416 0.41078
H -2.23383 -0.88260 -0.09891
H -1.05746 -1.75382 1.98743
H -2.08877 -0.45341 2.11604
H -0.70029 -2.46811 -0.69175
H 1.50095 -2.38710 -1.29633
H 3.08043 -0.53259 -0.19503
H 1.41284 2.46068 0.52877
H 1.54226 1.84981 2.13953
*
```

---

Below is 2 unconnected molecules or ions with the total composition C11H14N2O at a distorted geometry, with properties calculated with ωB97M-V with the def2-TZVPD basis set.

Results
ΔE to the lowest compared entry with this formula, charge and spin ... 48.6 kJ/mol
Kohn-Sham gap ... 8.691 eV
SMILES ... Cc1c[nH]c2ccccc12.CC(N)=O
Max |F| ... 0.02179 hartree/bohr

Geometry as ORCA input:
```
! RIJCOSX wB97M-V def2-TZVPD def2/J DEFGRID3
* xyz 0 1
C -4.51901 -0.66208 -0.77288
C -3.10155 -0.87137 -0.35213
C -2.57817 -1.90789 0.34890
N -1.24692 -1.67616 0.63108
C -0.91704 -0.43183 0.18502
C 0.28268 0.26543 0.26959
C 0.38085 1.46621 -0.38785
C -0.67570 1.94333 -1.17902
C -1.87920 1.27497 -1.21620
C -2.03623 0.09391 -0.47910
H -4.60040 -0.07586 -1.69424
H -5.14536 -0.15980 -0.03190
H -4.99782 -1.61343 -0.96447
H -2.96351 -2.86868 0.62331
H -0.59367 -2.22306 1.16023
H 1.06876 -0.08238 0.93878
H 1.29633 2.04366 -0.29115
H -0.41106 2.78943 -1.79263
H -2.79143 1.63744 -1.69267
C 3.83012 0.52693 1.78950
C 4.40363 0.26446 0.39891
N 3.69237 -0.53670 -0.43067
O 5.50479 0.68690 0.10289
H 2.93030 -0.03836 2.00259
H 3.51714 1.56694 1.86012
H 4.65032 0.32139 2.45543
H 4.08791 -0.79427 -1.32188
H 2.81188 -0.93910 -0.15954
*
```

---

Below is a molecular structure, C5H11N3O2 at a distorted geometry, with properties calculated with ωB97M-V with the def2-TZVPD basis set.

Results
ΔE to the lowest compared entry with this formula, charge and spin ... 581.8 kJ/mol
Kohn-Sham gap ... 7.967 eV
Max |F| ... 0.08054 hartree/bohr

Geometry as ORCA input:
```
! RIJCOSX wB97M-V def2-TZVPD def2/J DEFGRID3
* xyz 0 1
C 0.88209 -0.98911 -0.25575
C 1.83985 0.00730 -0.88679
N -0.04486 -1.61574 -1.21468
C 0.15745 -0.72791 1.48177
N 0.58188 -0.71980 2.57244
H 1.47506 -1.80393 0.16160
H -0.40464 -0.91517 -1.86344
H 0.42690 -2.31510 -1.78317
H 2.43773 0.51439 -0.12453
H 1.31942 0.76252 -1.48405
H 2.53226 -0.49332 -1.57524
C -0.46866 2.10759 0.61875
N -1.46807 -0.17110 1.06379
C -1.07745 0.88302 0.00260
O -2.20058 -1.24114 0.50892
O -1.49544 0.78829 -1.12531
H -1.64750 -1.47589 -0.30913
H -1.88585 0.12335 1.95443
H -1.24804 2.86996 0.71566
H -0.01741 1.92922 1.59242
H 0.30587 2.48256 -0.05029
*
```

---

Below is a molecular structure, C4H6N2O, with properties calculated with ωB97M-V with the def2-TZVPD basis set.

Results
ΔE to the lowest compared entry with this formula, charge and spin ... 582.5 kJ/mol
Kohn-Sham gap ... 8.684 eV
Max |F| ... 0.00975 hartree/bohr

Geometry as ORCA input:
```
! RIJCOSX wB97M-V def2-TZVPD def2/J DEFGRID3
* xyz 0 1
C -2.21617 0.21169 0.19303
O -1.26963 -0.79433 0.52399
C 0.00738 -0.57754 0.17128
N 0.40770 0.78584 -0.16934
N 1.71981 0.66822 -0.13795
C 2.13599 -0.62523 0.15017
C 1.08756 -1.49380 0.37347
H -3.17846 -0.15673 0.55129
H -1.97019 1.16539 0.67106
H -2.26013 0.36229 -0.89517
H 2.26391 1.41866 -0.54592
H 3.20829 -0.80288 0.16320
H 0.06392 -0.16157 -1.04910
*
```

---

Below is a molecular structure, C6H13NS at a distorted geometry, with properties calculated with ωB97M-V with the def2-TZVPD basis set.

Results
ΔE to the lowest compared entry with this formula, charge and spin ... 697.0 kJ/mol
Kohn-Sham gap ... 8.499 eV
Max |F| ... 0.18720 hartree/bohr

Geometry as ORCA input:
```
! RIJCOSX wB97M-V def2-TZVPD def2/J DEFGRID3
* xyz 0 1
C -2.10492 0.28917 1.68084
C -0.60876 -0.26354 1.39604
C 0.29415 -0.05424 0.47701
C 1.52709 -1.04707 0.32644
C 0.33351 1.23389 -0.31662
C -0.56212 1.48048 -1.31778
H -2.59381 0.30357 2.84979
H -2.62872 -0.61326 0.79351
H -2.13017 1.20309 1.10199
H -0.41079 -1.19309 1.90844
H 2.45189 -0.40114 0.14331
H 1.46566 -1.63571 1.18769
H 2.27726 -2.26777 -1.32072
H 0.76845 -2.76050 -0.36384
H 1.35615 1.25915 -0.62339
H 0.23663 2.17542 0.28579
H -0.42295 2.75721 -1.48154
H -1.78699 1.36481 -1.36789
H 1.09549 -0.35532 -1.67296
N 1.38248 -1.82995 -0.85042
S 0.06048 0.35479 -2.83568
*
```

---

Below is a gas-phase ion, C7H13N2O2 (charge +1) at a distorted geometry, with properties calculated with ωB97M-V with the def2-TZVPD basis set.

Results
ΔE to the lowest compared entry with this formula, charge and spin ... 389.6 kJ/mol
Kohn-Sham gap ... 7.964 eV
SMILES ... CN[C@@H]1O[C@H]1[N+]1=CCOCC1
Max |F| ... 0.09247 hartree/bohr

Geometry as ORCA input:
```
! RIJCOSX wB97M-V def2-TZVPD def2/J DEFGRID3
* xyz 1 1
C -3.97686 0.73354 -0.85110
N -3.14443 -0.03110 0.10140
C -1.85830 -0.40817 -0.06374
O -1.35173 -1.48688 0.70194
C -0.73678 -0.28866 0.94833
N 0.77948 -0.18472 0.42442
C 1.50690 0.80301 0.89790
C 2.89891 1.12816 0.48076
O 3.38678 0.30207 -0.57542
C 2.99103 -1.03383 -0.41493
C 1.41987 -1.07157 -0.67307
H -3.41718 1.62295 -0.95718
H -4.18019 0.35513 -1.78983
H -4.92644 1.02386 -0.22988
H -3.48555 -0.18243 1.09375
H -1.61349 -0.45036 -1.16017
H -0.92492 0.17673 1.87944
H 1.00542 1.50214 1.57151
H 3.05487 2.17455 0.14545
H 3.47572 1.05126 1.29671
H 3.12479 -1.38980 0.59072
H 3.67628 -1.64116 -1.12321
H 1.10261 -0.64871 -1.61386
H 1.19320 -2.05602 -0.67992
*
```